# 1
{
  "formula": "C18H54InO20P2S6",
  "method": "wB97M-V/def2-TZVPD",
  "symbols": ["O", "P", "In", "P", "O", "H", "H", "H", "H", "H", "H", "O", "S", "O", "O", "C", "C", "C", "H", "H", "H", "H", "H", "H", "H", "H", "O", "S", "O", "O", "C", "C", "C", "H", "H", "H", "H", "H", "H", "H", "H", "O", "S", "O", "O", "C", "C", "C", "H", "H", "H", "H", "H", "H", "H", "H", "O", "S", "O", "O", "C", "C", "C", "H", "H", "H", "H", "H", "H", "H", "H", "O", "S", "O", "O", "C", "C", "C", "H", "H", "H", "H", "H", "H", "H", "H", "O", "S", "O", "O", "C", "C", "C", "H", "H", "H", "H", "H", "H", "H", "H"],
  "xyz": [[-7.22, 5.50, 0.33], [-6.48, 6.11, 1.50], [-4.15, 5.15, 2.03], [-4.32, 4.54, 4.51], [-4.77, 5.68, 5.41], [-7.28, 6.15, 2.68], [-6.34, 7.52, 1.34], [-2.94, 6.40, 1.87], [-3.83, 3.80, 0.99], [-3.13, 3.92, 5.01], [-5.17, 3.40, 4.67], [-2.26, 1.40, 2.03], [-2.23, -0.01, 1.84], [-2.26, -0.90, 2.96], [-0.95, -0.38, 0.93], [0.29, 0.28, 1.27], [0.93, -0.29, 2.51], [-3.48, -0.44, 0.69], [0.10, 1.35, 1.37], [0.92, 0.13, 0.39], [0.34, -0.08, 3.40], [1.92, 0.15, 2.64], [1.03, -1.38, 2.43], [-3.40, 0.23, -0.15], [-4.42, -0.29, 1.22], [-3.37, -1.48, 0.39], [2.41, -2.69, -0.97], [2.12, -2.85, -2.37], [1.90, -1.68, -3.16], [0.89, -3.85, -2.51], [-0.29, -3.58, -1.71], [-1.14, -2.46, -2.26], [3.34, -3.86, -3.13], [0.02, -3.38, -0.68], [-0.82, -4.53, -1.72], [-0.64, -1.50, -2.17], [-2.07, -2.41, -1.70], [-1.37, -2.63, -3.31], [3.48, -4.76, -2.54], [4.26, -3.28, -3.15], [3.01, -4.09, -4.14], [6.06, -5.10, -2.06], [6.25, -4.90, -0.64], [7.12, -3.84, -0.21], [6.72, -6.28, -0.01], [7.84, -6.95, -0.63], [9.16, -6.34, -0.24], [4.71, -4.77, 0.17], [7.69, -6.95, -1.71], [7.75, -7.98, -0.27], [9.28, -5.34, -0.65], [9.97, -6.97, -0.62], [9.25, -6.28, 0.85], [4.07, -5.59, -0.15], [4.27, -3.81, -0.12], [4.87, -4.80, 1.25], [-2.73, 3.24, -2.72], [-2.94, 1.97, -3.35], [-2.98, 0.81, -2.52], [-1.87, 1.77, -4.50], [-0.49, 2.09, -4.15], [0.09, 1.08, -3.19], [-4.40, 2.01, -4.34], [-0.47, 3.09, -3.73], [0.01, 2.10, -5.11], [-0.39, 1.15, -2.22], [1.16, 1.27, -3.07], [-0.02, 0.06, -3.57], [-4.36, 2.88, -4.99], [-5.23, 2.08, -3.65], [-4.45, 1.09, -4.92], [4.86, -4.58, 3.48], [4.78, -3.40, 4.31], [5.95, -2.98, 5.01], [3.57, -3.57, 5.32], [3.50, -4.81, 6.08], [4.47, -4.81, 7.25], [4.12, -2.06, 3.38], [3.67, -5.64, 5.40], [2.47, -4.84, 6.42], [5.50, -4.84, 6.91], [4.28, -5.70, 7.86], [4.33, -3.92, 7.86], [3.21, -2.39, 2.88], [4.89, -1.78, 2.65], [3.92, -1.24, 4.06], [-6.90, 7.32, -4.01], [-6.45, 7.76, -2.71], [-5.77, 9.02, -2.63], [-5.59, 6.62, -2.05], [-4.47, 6.05, -2.77], [-3.23, 6.90, -2.69], [-7.77, 7.72, -1.55], [-4.78, 5.86, -3.80], [-4.32, 5.09, -2.28], [-3.35, 7.84, -3.24], [-2.40, 6.34, -3.12], [-3.00, 7.14, -1.66], [-8.25, 6.75, -1.61], [-8.45, 8.52, -1.84], [-7.36, 7.90, -0.56]],
  "charge": -1,
  "gap_ha": 0.23536,
  "homo_ev": -4.90,
  "energy_ha": -5484.96274,
  "spin_multiplicity": 1
}

# 2
{
  "formula": "C18H54N2O13",
  "method": "wB97M-V/def2-TZVPD",
  "symbols": ["C", "O", "C", "C", "N", "C", "C", "O", "C", "H", "H", "H", "H", "H", "H", "H", "H", "H", "H", "H", "H", "H", "H", "H", "C", "O", "C", "C", "N", "C", "C", "O", "C", "H", "H", "H", "H", "H", "H", "H", "H", "H", "H", "H", "H", "H", "H", "H", "O", "C", "C", "O", "H", "H", "H", "H", "H", "H", "O", "C", "C", "O", "H", "H", "H", "H", "H", "H", "O", "C", "C", "O", "H", "H", "H", "H", "H", "H", "O", "H", "H", "O", "H", "H", "O", "H", "H"],
  "xyz": [[-1.37, -21.26, 3.41], [-2.58, -20.56, 3.08], [-3.69, -21.40, 2.87], [-4.94, -20.82, 2.28], [-5.62, -19.90, 3.21], [-6.32, -18.80, 2.56], [-5.44, -17.60, 2.22], [-4.84, -17.23, 3.41], [-4.01, -16.07, 3.38], [-0.77, -21.53, 2.55], [-1.67, -22.17, 3.93], [-0.84, -20.53, 4.03], [-3.93, -22.07, 3.69], [-3.38, -22.02, 2.02], [-5.61, -21.61, 1.95], [-4.69, -20.34, 1.33], [-4.88, -19.52, 3.79], [-7.12, -18.58, 3.27], [-6.96, -19.04, 1.72], [-6.04, -16.75, 1.89], [-4.74, -17.88, 1.44], [-4.53, -15.11, 3.51], [-3.41, -16.04, 2.47], [-3.26, -16.05, 4.17], [-5.36, -23.13, -5.85], [-6.46, -23.14, -4.97], [-6.22, -22.35, -3.82], [-7.41, -22.25, -2.85], [-7.48, -23.55, -2.15], [-8.59, -23.60, -1.20], [-8.68, -24.82, -0.27], [-8.59, -26.04, -1.09], [-8.87, -27.26, -0.43], [-4.37, -23.21, -5.39], [-5.23, -22.22, -6.44], [-5.55, -24.00, -6.48], [-5.96, -21.33, -4.09], [-5.46, -22.75, -3.15], [-8.35, -22.10, -3.39], [-7.41, -21.45, -2.11], [-7.77, -24.27, -2.80], [-9.50, -23.28, -1.70], [-8.45, -22.81, -0.45], [-9.65, -24.85, 0.23], [-7.90, -24.89, 0.49], [-8.77, -28.03, -1.20], [-9.86, -27.21, 0.02], [-8.23, -27.49, 0.43], [-12.51, -20.04, 10.15], [-12.18, -21.20, 9.39], [-13.27, -22.24, 9.28], [-13.63, -22.75, 10.53], [-13.01, -20.40, 10.88], [-11.82, -20.92, 8.40], [-11.36, -21.62, 9.98], [-12.81, -23.07, 8.74], [-14.17, -21.83, 8.81], [-14.03, -22.00, 10.98], [-10.96, -19.11, -0.62], [-11.72, -19.00, 0.54], [-13.01, -19.82, 0.43], [-12.73, -21.14, 0.49], [-11.39, -18.67, -1.36], [-11.21, -19.39, 1.43], [-11.88, -17.95, 0.76], [-13.57, -19.47, -0.43], [-13.65, -19.60, 1.28], [-12.62, -21.41, 1.41], [-10.62, -27.45, 7.35], [-10.67, -28.05, 6.04], [-11.98, -27.48, 5.34], [-13.18, -27.86, 5.99], [-11.38, -27.48, 7.93], [-9.73, -27.79, 5.54], [-10.74, -29.12, 6.22], [-12.07, -27.74, 4.29], [-12.13, -26.41, 5.31], [-13.57, -27.00, 6.14], [-8.72, -23.14, 4.57], [-8.26, -22.41, 4.15], [-9.63, -22.84, 4.65], [-12.69, -22.46, 4.38], [-13.45, -22.97, 4.64], [-12.92, -21.56, 4.59], [-7.71, -24.24, 8.02], [-7.69, -24.04, 7.08], [-8.38, -24.92, 8.11]],
  "charge": 0,
  "gap_ha": 0.30966,
  "homo_ev": -8.72,
  "energy_ha": -1805.57447,
  "spin_multiplicity": 1,
  "smiles": "COCCNCCOC.COCCNCCOC.OCCO.OCCO.OCCO.O.O.O",
  "relative_energy_ev": 3.625
}

# 3
{
  "formula": "C18H54N8O9",
  "method": "wB97M-V/def2-TZVPD",
  "symbols": ["N", "C", "N", "O", "H", "H", "H", "H", "N", "C", "N", "O", "H", "H", "H", "H", "N", "C", "N", "O", "H", "H", "H", "H", "N", "C", "N", "O", "H", "H", "H", "H", "C", "C", "C", "O", "H", "H", "H", "H", "H", "H", "H", "H", "C", "C", "C", "O", "H", "H", "H", "H", "H", "H", "H", "H", "C", "C", "C", "O", "H", "H", "H", "H", "H", "H", "H", "H", "C", "C", "C", "O", "H", "H", "H", "H", "H", "H", "H", "H", "C", "C", "O", "H", "H", "H", "H", "H", "H"],
  "xyz": [[18.50, -11.17, -6.73], [19.61, -11.52, -6.02], [20.32, -12.58, -6.53], [19.97, -10.93, -5.01], [18.39, -11.49, -7.67], [17.87, -10.48, -6.32], [21.16, -12.82, -6.03], [19.99, -13.15, -7.28], [14.62, -11.96, -9.36], [14.38, -12.31, -8.05], [15.21, -11.76, -7.11], [13.47, -13.08, -7.76], [14.02, -12.39, -10.04], [15.28, -11.26, -9.62], [15.83, -11.01, -7.34], [15.02, -12.03, -6.17], [9.99, -10.53, -4.44], [11.29, -10.87, -4.79], [11.53, -12.21, -4.95], [12.11, -10.00, -5.11], [9.39, -11.23, -4.05], [9.77, -9.55, -4.41], [12.45, -12.45, -5.29], [10.89, -12.88, -4.56], [17.23, -11.20, -3.55], [16.24, -10.55, -4.21], [14.96, -10.90, -3.89], [16.50, -9.73, -5.11], [18.17, -10.88, -3.71], [17.11, -11.91, -2.84], [14.16, -10.62, -4.44], [14.87, -11.49, -3.07], [17.53, -11.09, 1.13], [16.65, -12.00, 0.31], [15.43, -11.32, -0.28], [17.34, -12.59, -0.81], [18.04, -10.36, 0.49], [18.29, -11.66, 1.67], [16.96, -10.51, 1.86], [16.30, -12.84, 0.93], [14.95, -12.00, -0.99], [15.64, -10.39, -0.80], [14.65, -11.20, 0.48], [18.27, -12.73, -0.58], [15.80, -14.91, -4.56], [14.44, -15.54, -4.16], [14.04, -15.11, -2.78], [13.43, -15.07, -5.05], [16.05, -15.19, -5.58], [16.57, -15.24, -3.86], [15.65, -13.84, -4.52], [14.57, -16.62, -4.20], [13.07, -15.55, -2.55], [13.93, -14.03, -2.65], [14.77, -15.46, -2.05], [13.69, -15.18, -5.97], [20.18, -9.67, -1.53], [20.74, -11.09, -1.49], [22.26, -11.05, -1.48], [20.26, -11.71, -0.29], [20.51, -9.11, -2.40], [20.34, -9.16, -0.57], [19.09, -9.78, -1.54], [20.34, -11.67, -2.32], [22.60, -10.36, -0.71], [22.68, -10.83, -2.47], [22.66, -12.05, -1.25], [20.64, -11.23, 0.46], [11.76, -5.24, -4.41], [12.27, -6.66, -4.57], [13.29, -7.04, -3.51], [11.13, -7.50, -4.48], [11.16, -4.92, -5.26], [12.60, -4.55, -4.29], [11.17, -5.12, -3.50], [12.71, -6.72, -5.58], [14.18, -6.42, -3.52], [13.65, -8.05, -3.72], [12.80, -7.08, -2.54], [11.38, -8.40, -4.77], [19.27, -7.31, -5.11], [18.22, -7.05, -6.18], [16.93, -6.92, -5.63], [20.24, -7.46, -5.61], [19.08, -8.24, -4.58], [19.30, -6.50, -4.38], [18.24, -7.87, -6.92], [18.45, -6.12, -6.70], [16.65, -7.79, -5.31]],
  "charge": 0,
  "gap_ha": 0.35701,
  "homo_ev": -9.32,
  "energy_ha": -1833.61653,
  "spin_multiplicity": 1,
  "smiles": "NC(N)=O.NC(N)=O.NC(N)=O.NC(N)=O.CC(C)O.CC(C)O.CC(C)O.CC(C)O.CCO"
}

# 4
{
  "formula": "C18H54O12",
  "method": "wB97M-V/def2-TZVPD",
  "symbols": ["C", "C", "C", "O", "H", "H", "H", "H", "H", "H", "C", "C", "C", "O", "H", "H", "H", "H", "H", "H", "C", "C", "C", "O", "H", "H", "H", "H", "H", "H", "C", "O", "H", "H", "H", "H", "C", "O", "H", "H", "H", "H", "C", "O", "H", "H", "H", "H", "C", "O", "H", "H", "H", "H", "C", "O", "H", "H", "H", "H", "C", "O", "H", "H", "H", "H", "C", "O", "H", "H", "H", "H", "C", "O", "H", "H", "H", "H", "C", "O", "H", "H", "H", "H"],
  "xyz": [[-3.23, 2.88, 0.03], [-3.04, 2.54, 1.48], [-1.89, 3.19, 2.20], [-3.63, 1.61, 1.99], [-4.20, 3.31, -0.21], [-3.01, 2.03, -0.62], [-2.52, 3.65, -0.27], [-1.75, 4.21, 1.86], [-0.97, 2.62, 2.04], [-2.02, 3.16, 3.28], [0.48, 0.13, -3.24], [1.22, -0.90, -4.04], [2.70, -0.71, -4.30], [0.67, -1.90, -4.44], [1.00, 1.09, -3.25], [0.43, -0.19, -2.20], [-0.55, 0.28, -3.58], [2.85, 0.02, -5.10], [3.13, -1.63, -4.70], [3.31, -0.40, -3.46], [2.91, -2.73, 1.01], [2.14, -3.38, -0.14], [2.14, -4.89, -0.19], [1.53, -2.70, -0.93], [3.85, -2.38, 0.60], [3.01, -3.48, 1.79], [2.28, -1.94, 1.42], [3.14, -5.33, -0.17], [1.53, -5.22, -1.03], [1.61, -5.19, 0.72], [3.47, 0.18, -0.80], [4.17, 1.08, -1.65], [4.07, 0.02, 0.10], [2.49, 0.57, -0.51], [3.30, -0.77, -1.32], [4.72, 0.55, -2.23], [-2.81, 1.35, -3.59], [-2.74, 2.69, -3.12], [-3.83, 1.04, -3.78], [-2.26, 1.32, -4.53], [-2.38, 0.64, -2.88], [-1.86, 2.84, -2.71], [-1.92, -2.59, -2.35], [-1.35, -1.81, -1.30], [-2.07, -3.61, -2.01], [-2.89, -2.18, -2.63], [-1.33, -2.54, -3.26], [-0.50, -2.18, -1.08], [2.66, 2.78, 1.96], [1.61, 2.84, 2.90], [2.56, 1.95, 1.25], [2.63, 3.71, 1.40], [3.62, 2.66, 2.46], [1.35, 1.95, 3.23], [-3.63, -1.74, 1.52], [-3.69, -1.06, 2.77], [-3.01, -1.20, 0.81], [-3.29, -2.75, 1.73], [-4.63, -1.82, 1.09], [-3.69, -0.10, 2.62], [-0.82, -2.85, 3.57], [0.45, -2.21, 3.43], [-1.09, -3.08, 4.60], [-1.58, -2.16, 3.20], [-0.85, -3.71, 2.91], [1.15, -2.84, 3.63], [-0.75, 0.72, 4.45], [0.59, 0.53, 4.02], [-0.85, 1.68, 4.96], [-1.36, 0.76, 3.54], [-1.10, -0.10, 5.08], [0.68, -0.38, 3.70], [1.15, 3.48, -2.15], [-0.16, 2.91, -2.07], [1.24, 4.25, -1.38], [1.92, 2.74, -1.97], [1.29, 3.93, -3.13], [-0.14, 2.32, -1.29], [-0.11, 0.47, 1.01], [-0.61, 0.77, -0.27], [0.90, 0.04, 0.97], [-0.01, 1.38, 1.60], [-0.75, -0.20, 1.59], [-1.07, 0.00, -0.64]],
  "charge": 0,
  "gap_ha": 0.34878,
  "homo_ev": -9.48,
  "energy_ha": -1620.95460,
  "spin_multiplicity": 1,
  "smiles": "CC(C)=O.CC(C)=O.CC(C)=O.CO.CO.CO.CO.CO.CO.CO.CO.CO",
  "relative_energy_ev": 0.000
}

# 5
{
  "formula": "C18H54O18",
  "method": "wB97M-V/def2-TZVPD",
  "symbols": ["O", "C", "C", "O", "H", "H", "H", "H", "H", "H", "O", "C", "C", "O", "H", "H", "H", "H", "H", "H", "O", "C", "C", "O", "H", "H", "H", "H", "H", "H", "O", "C", "C", "O", "H", "H", "H", "H", "H", "H", "O", "C", "C", "O", "H", "H", "H", "H", "H", "H", "O", "C", "C", "O", "H", "H", "H", "H", "H", "H", "O", "C", "C", "O", "H", "H", "H", "H", "H", "H", "O", "C", "C", "O", "H", "H", "H", "H", "H", "H", "O", "C", "C", "O", "H", "H", "H", "H", "H", "H"],
  "xyz": [[-1.85, -0.41, 4.68], [-2.06, -1.73, 4.21], [-3.46, -1.84, 3.66], [-3.60, -1.29, 2.36], [-2.20, -0.36, 5.57], [-1.28, -2.00, 3.50], [-1.85, -2.45, 5.01], [-4.23, -1.49, 4.35], [-3.69, -2.90, 3.48], [-3.90, -0.38, 2.51], [2.38, -2.79, 5.48], [2.80, -1.96, 4.38], [1.68, -1.09, 3.82], [1.37, -0.03, 4.73], [2.14, -2.11, 6.12], [3.62, -1.34, 4.74], [3.23, -2.62, 3.63], [0.77, -1.66, 3.65], [2.06, -0.60, 2.91], [0.88, 0.64, 4.23], [-5.89, 3.79, 1.10], [-5.65, 2.46, 0.68], [-4.59, 1.80, 1.58], [-5.07, 1.21, 2.81], [-6.28, 3.74, 1.98], [-6.58, 1.88, 0.76], [-5.38, 2.47, -0.37], [-3.86, 2.57, 1.85], [-4.08, 1.02, 1.01], [-5.56, 1.87, 3.31], [2.13, 1.63, -1.30], [1.58, 2.38, -2.37], [1.10, 3.76, -1.89], [-0.27, 3.59, -1.43], [1.62, 0.81, -1.16], [2.46, 2.64, -2.97], [0.82, 1.90, -2.98], [1.01, 4.40, -2.78], [1.82, 4.24, -1.23], [-0.44, 4.37, -0.89], [3.50, 0.35, -6.36], [2.45, -0.38, -5.75], [2.73, -0.71, -4.28], [3.82, -1.64, -4.19], [4.33, 0.15, -5.92], [1.53, 0.21, -5.82], [2.30, -1.38, -6.18], [1.92, -1.22, -3.77], [2.93, 0.13, -3.61], [4.65, -1.17, -4.04], [0.33, 2.22, 3.34], [0.84, 3.54, 3.50], [0.87, 4.18, 2.11], [1.14, 5.57, 2.27], [-0.59, 2.26, 3.61], [0.09, 4.03, 4.13], [1.84, 3.57, 3.91], [-0.10, 4.02, 1.63], [1.63, 3.73, 1.47], [0.87, 6.03, 1.47], [2.93, -2.80, 0.77], [2.92, -2.62, -0.64], [2.05, -3.57, -1.44], [2.49, -4.90, -1.23], [3.76, -3.17, 1.05], [2.59, -1.61, -0.92], [3.93, -2.59, -1.05], [2.07, -3.36, -2.52], [0.99, -3.41, -1.22], [1.72, -5.43, -1.49], [0.45, -0.52, -1.13], [-0.37, -0.66, 0.01], [-0.92, 0.66, 0.59], [-1.74, 1.42, -0.27], [0.00, -0.98, -1.86], [-1.20, -1.36, -0.09], [0.20, -1.13, 0.82], [-0.09, 1.24, 1.02], [-1.39, 0.38, 1.54], [-1.14, 1.96, -0.80], [-0.46, -2.73, -6.52], [-0.63, -3.06, -5.16], [-0.95, -1.82, -4.33], [-0.94, -1.98, -2.91], [0.05, -3.45, -6.90], [-1.38, -3.84, -5.02], [0.32, -3.46, -4.79], [-1.97, -1.50, -4.55], [-0.31, -0.98, -4.60], [-1.78, -2.36, -2.65]],
  "charge": 0,
  "gap_ha": 0.35698,
  "homo_ev": -9.49,
  "energy_ha": -2072.33961,
  "spin_multiplicity": 1,
  "smiles": "OCCO.OCCO.OCCO.OCCO.OCCO.OCCO.OCCO.OCCO.OCCO",
  "relative_energy_ev": 1.718
}